Record 1
9
Properties=species:S:1:pos:R:3 method="wB97M-V/def2-TZVPD" max_force_ev_per_a=1.1 relative_energy_kj_mol=167.6 gap_ev=9.59 smiles="N#CC(N)=C=N" e_homo_ev=-9.2
N 0.7476 -0.3889 -1.2371
C -0.2088 -0.0409 -0.2665
C 0.0507 0.7597 0.7534
N 0.3285 1.5125 1.6760
C -1.5134 -0.6378 -0.3282
N -2.5417 -1.1723 -0.3289
H 1.1472 -1.3098 -1.1682
H 1.3584 0.3350 -1.5691
H 0.6314 0.9426 2.4686

Record 2
63
Properties=species:S:1:pos:R:3 method="wB97M-V/def2-TZVPD" max_force_ev_per_a=11.7 gap_ev=2.74 charge=+1 e_homo_ev=-11.5
C -2.9163 -7.3086 3.0941
C -4.1672 -6.2310 3.2901
C -3.5219 -4.8861 3.9756
C -4.5039 -3.5535 3.8874
C -3.4648 -2.2465 3.9836
C -4.2223 -0.8385 4.3428
C -3.2949 0.5063 4.2233
C -1.7444 0.2503 3.7601
C -1.1933 1.7239 3.1912
C -0.6117 1.5157 1.6391
C 0.7148 2.4880 1.3395
C 2.0194 1.4893 1.1408
C 2.3335 1.0959 -0.4206
C 2.9965 2.3397 -1.2963
C 3.7094 1.7450 -2.6782
Nb 3.6501 3.2331 -4.4203
C 2.9892 1.5734 -5.8450
N 3.2312 1.8907 -7.3190
C 4.7373 1.9263 -7.6296
O 3.4886 4.7484 -5.8988
C 2.0853 4.7972 -6.4235
N 0.8638 4.7681 -6.9030
H -2.4259 -7.2492 2.0297
H -2.0769 -7.0637 3.9059
H -3.2484 -8.4267 3.3318
H -4.9212 -6.7678 4.0386
H -4.6818 -5.9980 2.2411
H -3.2414 -5.0511 5.1222
H -2.4758 -4.6780 3.4398
H -4.9772 -3.5271 2.7937
H -5.3466 -3.5284 4.6988
H -2.5201 -2.4748 4.6598
H -3.0454 -2.1272 2.8725
H -5.1788 -0.6480 3.6544
H -4.6456 -0.9261 5.4447
H -3.2405 0.9773 5.3189
H -3.8706 1.3133 3.5665
H -1.6032 -0.4939 2.8684
H -1.1024 0.0123 4.7105
H -0.3976 2.1895 3.9118
H -2.0826 2.5152 3.1142
H -0.2438 0.4220 1.4305
H -1.4785 1.7255 0.8502
H 0.8594 3.2935 2.1821
H 0.4900 2.9719 0.2724
H 2.9661 2.0300 1.6230
H 1.9175 0.4668 1.7433
H 1.3452 0.7365 -0.9643
H 3.1395 0.2187 -0.4510
H 3.7805 2.8703 -0.5777
H 2.1239 3.0750 -1.5567
H 4.7972 1.4173 -2.3573
H 3.0785 0.7925 -3.0214
H 5.3796 2.8925 -4.8286
H 4.2117 4.5254 -3.2407
H 1.9218 3.5870 -3.9502
H 1.8201 1.4199 -5.7160
H 3.5477 0.5377 -5.6469
H 2.9035 1.0287 -7.8476
H 5.1754 3.0107 -7.6714
H 5.2435 1.2379 -6.8240
H 4.8766 1.4509 -8.7106
Pd 0.0481 1.2145 -5.4933

Record 3
11
Properties=species:S:1:pos:R:3 method="wB97M-V/def2-TZVPD" max_force_ev_per_a=4.2 relative_energy_kj_mol=478.7 gap_ev="5.55 / 6.08" e_homo_ev="-7.1 / -7.5"
C 1.7103 -2.1963 0.4269
C 1.7488 -2.1756 -0.8458
C -0.0547 -0.2917 -0.4158
C -0.4757 1.0988 -0.4455
S 1.0140 -0.6873 -1.6370
Cl 2.4405 -3.3336 -2.0453
H 2.0208 -2.8825 1.2395
H -0.2250 -1.0503 0.2389
H -0.8146 1.5871 0.4999
H -1.4705 1.1871 -1.1339
H 0.2291 1.8170 -0.9440

Record 4
12
Properties=species:S:1:pos:R:3 method="wB97M-V/def2-TZVPD" max_force_ev_per_a=3.0 relative_energy_kj_mol=70.4 gap_ev=8.85 smiles="NNC(=S)NN" e_homo_ev=-8.3
C -0.4792 0.5400 -0.8940
H 0.3920 0.3011 1.8061
H 1.6296 0.4361 0.7360
H -0.5425 2.1537 0.3411
H -0.6749 -1.2701 -1.7091
H -0.5272 -1.3401 0.9495
H 0.9406 -1.7390 0.3819
N 0.8304 0.9258 1.1547
N -0.1248 1.2526 0.1764
N -0.1707 -0.8454 -0.9445
N -0.0020 -1.6487 0.1989
S -1.2712 1.2339 -2.1970

Record 5
20
Properties=species:S:1:pos:R:3 method="wB97M-V/def2-TZVPD" max_force_ev_per_a=3.9 relative_energy_kj_mol=479.8 gap_ev="9.23 / 9.23" charge=+1 smiles="[H]/N=C(/[N+]#N)NN1[C@@H](C)[C@@H]1C" e_homo_ev="-14.4 / -14.4"
C -0.4805 -2.3891 -0.8010
C -0.5552 0.8768 0.2561
C 0.9357 0.8518 0.4188
C -1.4210 1.3032 1.4143
C 1.9291 1.4094 -0.5380
N -0.6359 -2.6211 0.6942
N -0.4588 -1.7934 1.4765
N -0.9448 -3.2559 -1.5268
N 0.1938 -1.1665 -0.9374
N 0.1345 -0.3434 0.2293
H -0.9234 1.1451 -0.8046
H 1.3334 0.7916 1.4836
H -2.2860 1.7841 0.9335
H -0.8238 2.1013 2.0344
H -1.6641 0.5209 2.0304
H 1.7332 1.3017 -1.5943
H 2.9981 1.2059 -0.1539
H 1.7852 2.4790 -0.2162
H -1.1715 -3.3709 -2.5095
H 0.3221 -0.8307 -1.8896

Record 6
87
Properties=species:S:1:pos:R:3 method="wB97M-V/def2-TZVPD" max_force_ev_per_a=0.7 relative_energy_kj_mol=13.9 gap_ev=7.70 charge=+3 e_homo_ev=-15.3
Rh 0.0826 0.0540 -0.3524
C -0.9317 -3.6768 -3.7860
N -0.9100 -4.1974 -2.3357
C 0.4090 -4.9576 -2.1182
N 1.5222 -4.1290 -2.4270
C 1.4379 -3.6696 -3.8156
N 0.2213 -2.8980 -4.0564
C 0.2356 -1.6090 -3.3620
P 0.3332 -1.8216 -1.5313
C -1.0345 -3.0702 -1.3497
C 1.7284 -3.0315 -1.4773
H -1.8478 -3.0991 -3.9006
H -0.9633 -4.5625 -4.4202
H -1.6899 -4.8465 -2.2110
H 0.3749 -5.8192 -2.7846
H 0.4195 -5.2885 -1.0804
H 1.4451 -4.5394 -4.4732
H 2.3060 -3.0558 -4.0473
H -0.6526 -1.0281 -3.6154
H 1.1014 -1.0338 -3.6943
H -2.0020 -2.5850 -1.4884
H -1.0012 -3.4966 -0.3461
H 1.8279 -3.4342 -0.4655
H 2.6640 -2.5225 -1.7155
Cl 6.4450 -1.2544 0.7027
C 5.0269 -1.8226 1.4668
C 3.8523 -1.0866 1.3310
C 2.6820 -1.5192 1.9451
Cl 1.2593 -0.5412 1.7916
C 2.6652 -2.6734 2.7125
Cl 1.2267 -3.1944 3.4839
C 3.8454 -3.4203 2.8464
Cl 3.8456 -4.8418 3.7752
C 5.0268 -2.9981 2.2173
Cl 6.4578 -3.9036 2.3819
C 0.8593 3.3481 1.1272
S 0.9587 2.3696 -0.3623
C 0.1541 3.4778 -1.5022
O 2.4015 2.3297 -0.7389
H 1.3735 4.2930 0.9514
H 1.3638 2.7839 1.9104
H -0.1841 3.4884 1.3902
H -0.8384 3.7247 -1.1278
H 0.0785 2.9698 -2.4610
H 0.7747 4.3689 -1.5883
C 5.3544 3.1486 0.2424
N 5.0429 1.8849 -0.4686
C 5.3969 1.7480 -1.9014
C 4.3958 0.9753 0.1151
N 3.7957 0.1119 0.6370
H 4.9086 3.9659 -0.3188
H 6.4341 3.2603 0.3027
H 4.9216 3.1159 1.2379
H 6.0732 2.5636 -2.1395
H 4.4977 1.8281 -2.5083
H 5.9028 0.8007 -2.0663
N -5.7914 1.4999 -2.3111
C -4.5945 1.3424 -1.7590
N -4.3029 1.9616 -0.6074
N -3.7345 0.5295 -2.3784
C -2.5275 0.4746 -1.9327
N -1.4305 0.4027 -1.5657
H -6.4984 2.0946 -1.9147
H -5.9744 1.0607 -3.1978
H -4.9385 2.6179 -0.1872
H -3.4011 1.8249 -0.1703
C -2.3594 -0.7785 2.4108
N -2.9361 0.5028 2.7632
C -3.7811 0.5023 3.9585
C -3.8783 1.8909 4.5451
C -4.2247 2.8672 3.4436
N -3.2329 2.7741 2.3725
C -2.9189 4.0077 1.6818
C -2.5732 1.6172 2.0838
O -1.6926 1.5766 1.1915
H -1.6255 -1.0999 3.1558
H -1.8770 -0.7109 1.4381
H -3.1516 -1.5288 2.3680
H -3.3358 -0.1852 4.6797
H -4.7715 0.1124 3.7046
H -2.9214 2.1747 4.9894
H -4.6297 1.9170 5.3325
H -4.2133 3.8892 3.8216
H -5.2276 2.6735 3.0495
H -2.3541 4.6942 2.3180
H -3.8423 4.5154 1.3944
H -2.3338 3.7959 0.7908

Record 7
150
Properties=species:S:1:pos:R:3 method="wB97M-V/def2-TZVPD" max_force_ev_per_a=5.0 gap_ev=8.22 e_homo_ev=-8.5
C -1.8467 1.9467 3.2322
C -2.7729 3.0783 2.5940
O -1.8756 4.1355 2.1583
P -1.9756 4.4011 0.5228
O -3.3275 4.9369 0.1361
C -1.6505 2.8440 -0.4886
C -1.6949 3.2545 -2.0324
C -0.3092 3.1182 -2.7725
C 0.2713 1.6669 -2.8265
C 1.7594 1.5267 -2.7428
C 2.7404 2.7474 -2.5855
C 3.3107 2.7839 -1.1052
C 2.2608 2.2566 -0.0249
I 4.1699 4.6837 -0.5290
C 2.4295 0.2118 -2.8244
C 1.6347 -1.0082 -2.9884
B 2.4021 -2.4109 -3.1102
O 1.8268 -3.5380 -3.7695
C 3.9080 -2.6117 -2.5236
C 4.4934 -4.0090 -3.0385
C 0.1816 -0.8579 -3.0624
C -0.5326 0.4414 -2.9894
N -1.9801 0.5086 -3.1124
C -2.6682 -0.4023 -2.2227
C -3.7615 0.0042 -1.3195
C -4.4249 -0.9626 -0.4373
C -4.0731 -2.4042 -0.4173
C -4.8478 -3.3610 0.5456
C -4.4095 -2.9560 2.0324
S -3.4810 -4.2888 2.8980
C -1.9732 -3.5881 3.5869
N -1.7821 -2.4325 4.2786
N -0.5036 -2.2199 4.6086
C 0.2208 -3.2673 4.1090
O -0.6852 -4.0944 3.4996
C -2.9858 -2.8160 -1.3160
C -2.5451 -4.3323 -1.3638
C -1.1421 -4.5963 -0.6936
C -2.3083 -1.8405 -2.1627
S -0.9141 -2.3173 -3.2584
O -0.8863 5.6222 0.1481
C 0.4023 5.1780 0.6726
C 0.7748 5.9492 2.0234
H -1.6196 2.2682 4.2851
H -0.8812 2.0027 2.6491
H -2.3041 0.9293 3.1669
H -3.4141 2.6970 1.7583
H -3.4645 3.5343 3.3523
H -0.7061 2.3209 -0.1985
H -2.5667 2.2088 -0.3206
H -2.5490 2.7705 -2.5784
H -1.9481 4.3581 -2.0383
H 0.3873 3.8635 -2.2905
H -0.4357 3.4658 -3.8427
H 3.6302 2.5378 -3.2517
H 2.3135 3.7149 -2.9435
H 4.1502 2.0321 -1.0701
H 2.1687 1.1333 -0.0555
H 1.2852 2.7303 -0.2891
H 2.6074 2.4982 1.0187
H 3.5480 0.1707 -2.7704
H 1.4662 -4.1745 -3.1279
H 4.5369 -1.7776 -2.9651
H 3.9363 -2.5760 -1.4016
H 5.5801 -4.1357 -2.7898
H 3.8624 -4.8046 -2.5447
H 4.3135 -4.1185 -4.1449
H -2.2613 0.3187 -4.0806
H -4.0880 1.0744 -1.2687
H -5.2353 -0.6658 0.2804
H -5.9399 -3.1139 0.4120
H -4.6458 -4.4440 0.3705
H -5.3260 -2.6112 2.5888
H -3.7184 -2.0726 1.9568
H 1.3196 -3.4162 4.1726
H -2.4181 -4.5570 -2.4675
H -3.3588 -5.0152 -1.0134
H -0.9627 -5.7120 -0.7295
H -0.3159 -4.1253 -1.2819
H -1.1657 -4.3007 0.3854
H 1.1694 5.3195 -0.1285
H 0.3812 4.0867 0.9572
H -0.2069 6.3081 2.4370
H 1.4837 6.7763 1.7776
H 1.2124 5.2153 2.7596
C -5.3440 7.5426 1.8062
Cl -4.5876 8.1587 3.2812
Cl -7.0847 7.3143 2.0518
Cl -5.0597 8.6395 0.4538
H -4.8960 6.5802 1.5674
C -0.8184 -4.3874 -6.4631
Cl -1.1664 -6.1173 -6.5508
Cl 0.7788 -4.0395 -7.1298
Cl -2.0622 -3.4563 -7.3069
H -0.8219 -4.0925 -5.4178
C -8.6397 4.2372 3.4092
Cl -9.5256 3.3687 2.1500
Cl -9.4488 4.0635 4.9699
Cl -6.9722 3.6670 3.4998
H -8.6221 5.2957 3.1512
C 7.5205 0.8716 -1.6378
Cl 8.3646 -0.6734 -1.7955
Cl 6.0999 0.9073 -2.6884
Cl 7.0602 1.1635 0.0446
H 8.1948 1.6633 -1.9497
C 11.2944 -2.1201 -3.5870
Cl 12.8939 -2.6174 -3.0251
Cl 11.0910 -2.5035 -5.3013
Cl 10.0313 -2.8920 -2.6248
H 11.2080 -1.0443 -3.4645
C 0.7221 -9.2158 -4.0477
Cl 1.7591 -7.7836 -4.0664
Cl -0.7339 -8.9160 -3.0902
Cl 0.2964 -9.6963 -5.6940
H 1.2723 -10.0295 -3.5860
C 12.4186 -6.1974 -5.2462
Cl 14.0191 -6.6952 -4.6846
Cl 12.2153 -6.5807 -6.9606
Cl 11.1537 -6.9705 -4.2833
H 12.3322 -5.1201 -5.1231
C 4.1292 -1.6149 3.5838
Cl 3.6650 -3.2978 3.8871
Cl 5.3769 -1.1041 4.7238
Cl 4.6859 -1.4143 1.9197
H 3.2546 -0.9877 3.7295
C 6.5821 -4.5933 6.6396
Cl 7.7853 -4.6219 5.3459
Cl 5.6953 -6.1213 6.6991
Cl 7.3488 -4.2581 8.1961
H 5.8747 -3.7966 6.4290
C 7.1327 1.2038 -6.6546
Cl 6.4157 -0.3277 -6.1466
Cl 5.9808 2.5285 -6.4493
Cl 8.6183 1.5257 -5.7490
H 7.3846 1.1305 -7.7078
C -10.3166 8.3203 4.2744
Cl -9.1725 9.6471 4.0555
Cl -11.9731 8.8792 4.0228
Cl -9.9381 6.9819 3.1765
H -10.2294 7.9583 5.2944
C -11.4359 7.9336 8.6354
Cl -10.2994 9.2637 8.3848
Cl -13.0974 8.4803 8.3882
Cl -11.0578 6.5848 7.5569
H -11.3385 7.5888 9.6600
C -5.4446 -4.3983 6.3902
Cl -7.0274 -3.6991 6.0231
Cl -5.2556 -5.9616 5.5840
Cl -4.1512 -3.2897 5.9217
H -5.3841 -4.5601 7.4618

Record 8
16
Properties=species:S:1:pos:R:3 method="wB97M-V/def2-TZVPD" max_force_ev_per_a=2.5 relative_energy_kj_mol=75.7 gap_ev=9.79 smiles=CO[C@@H](C)CS e_homo_ev=-8.9
C 1.8169 -0.9479 -0.2590
C -0.1064 0.3072 0.4390
C 0.0008 1.4525 -0.5335
C -1.4903 -0.1143 0.9026
H 2.4680 -0.5798 0.5869
H 2.0445 -0.3107 -1.1249
H 2.1963 -1.9654 -0.5010
H 0.4245 0.4941 1.4404
H -0.5597 2.3090 -0.1860
H 1.0530 1.7554 -0.6889
H -0.3768 1.0396 -1.5324
H -1.4063 -1.0711 1.4882
H -2.0941 0.6533 1.4523
H -1.8081 -1.5317 -0.9414
O 0.4447 -0.9445 -0.0837
S -2.6072 -0.5457 -0.4586